*w*
The following is a DFT calculation (the ωB97M-V functional and the def2-TZVPD basis) of a 2-piece molecular cluster, C5H16N2O overall.

Geometry as XYZ:
```
24
C5H16N2O (the ωB97M-V functional and the def2-TZVPD basis)
C 0.4620 -0.7794 -2.4020
C -0.2653 -0.0302 -1.3705
C -1.7572 0.1508 -1.6767
C 0.1139 -0.8879 -0.0159
N 0.1125 0.2201 1.0873
C 1.1029 -0.0307 2.1648
N 2.5717 0.0712 1.9028
H 1.4367 -0.5141 -2.5949
H 0.3360 -1.8682 -2.1523
H -0.1661 -0.7213 -3.2821
H 0.0809 0.9537 -1.1279
H -2.1107 -0.9213 -1.4949
H -1.9061 0.5225 -2.6524
H -2.2247 0.6956 -0.8909
H -0.6548 -1.6328 0.3051
H 1.1048 -1.4182 -0.0692
H 0.3515 1.2588 0.7373
H 0.9995 -1.0123 2.6067
H 0.8465 0.7591 3.1160
H 2.9844 -0.8192 1.9592
H 2.7303 0.4568 0.8990
O -2.1222 2.2319 1.5129
H -2.7063 1.4934 1.8823
H -1.3204 1.8220 1.5563
```

As for the SMILES: CC(C)CNCN.O.

Atom charges from the Löwdin analysis, given in e for atoms 1 to 6: atom 1 (C): -0.1020, atom 2 (C): -0.4240, atom 3 (C): -0.0537, atom 4 (C): -0.1317, atom 5 (N): -0.1200, atom 6 (C): -0.3480

---

*x*
The following is a DFT calculation (the ωB97M-V functional and the def2-TZVPD basis) of a 2-piece molecular cluster, C5H16N2O overall.

Geometry as XYZ:
```
24
C5H16N2O (the ωB97M-V functional and the def2-TZVPD basis)
C 1.0625 -2.0946 0.5611
C 1.4509 -0.6211 0.6180
C 1.9202 -0.2370 1.9791
C 0.2371 0.2883 0.2004
N 0.6892 0.9819 -1.0056
C -1.2373 -0.1660 0.0291
N -2.1161 1.0395 -0.0655
H 0.7209 -2.5242 -0.4664
H 1.9930 -2.6231 0.7470
H 0.3935 -2.3985 1.2996
H 2.3281 -0.4027 -0.1080
H 2.0102 0.9163 2.2357
H 1.4059 -0.5510 2.8350
H 2.9317 -0.6465 2.0647
H 0.2412 1.0897 0.9276
H -0.1287 1.4908 -1.4337
H 0.9814 0.3768 -1.7111
H -1.2098 -0.6569 -0.9104
H -1.4907 -0.8520 0.8723
H -3.0373 0.7389 -0.2593
H -2.1000 1.8182 0.5725
O -2.3213 1.5601 -3.4082
H -1.8664 1.2906 -2.6282
H -2.8582 2.1824 -2.9459
```

As for the SMILES: CC(C)[C@@H](N)CN.O.

Atom charges from the Löwdin analysis, given in e for atoms 1 to 6: atom 1 (C): -0.0868, atom 2 (C): -0.3945, atom 3 (C): -0.1057, atom 4 (C): -0.3755, atom 5 (N): 0.0295, atom 6 (C): -0.2076

---

*y*
The following is a DFT calculation (the ωB97M-V functional and the def2-TZVPD basis) of a 2-piece molecular cluster, C5H16N2O overall.

Geometry as XYZ:
```
24
C5H16N2O (the ωB97M-V functional and the def2-TZVPD basis)
C 0.2507 -3.0780 -1.6584
N 0.5775 -1.9753 -0.7599
C 0.4374 -0.6563 -1.3437
C 0.9560 0.4473 -0.4034
N 0.0051 0.9484 0.5996
C -0.2985 -0.0132 1.6609
C -1.1835 1.5342 0.0449
H -0.7073 -3.5223 -1.3900
H 0.3338 -2.7596 -2.7000
H 0.9970 -3.8794 -1.6078
H 1.4863 -2.0690 -0.3302
H 0.9599 -0.5494 -2.3091
H -0.6082 -0.4704 -1.5368
H 1.1937 1.3034 -1.0288
H 1.8384 0.1167 0.1390
H 0.5218 -0.7052 1.7886
H -1.1913 -0.5708 1.4306
H -0.4723 0.5297 2.5947
H -1.6770 2.1655 0.7737
H -0.9530 2.1804 -0.8054
H -1.9380 0.7966 -0.2714
O -0.3152 3.7404 2.2519
H -0.2587 3.4565 3.1641
H 0.0453 3.0299 1.6969
```

As for the SMILES: CNCCN(C)C.O.

Atom charges from the Löwdin analysis, given in e for atoms 1 to 6: atom 1 (C): -0.1286, atom 2 (N): -0.1314, atom 3 (C): -0.2400, atom 4 (C): -0.1846, atom 5 (N): -0.2866, atom 6 (C): -0.0872

---

Which is most stable, and by how much? *y*, by 32.6 kJ/mol.

---

*w*
The following is a DFT calculation (the ωB97M-V functional and the def2-TZVPD basis) of a 2-piece molecular cluster, C5H16N2O overall.

Geometry as XYZ:
```
24
C5H16N2O (the ωB97M-V functional and the def2-TZVPD basis)
C -0.3841 -0.6942 -2.4475
C 0.8246 -0.3018 -1.6281
C 0.8304 0.9066 -0.7107
C -0.1214 0.3787 0.3991
N 0.4930 -0.0487 1.5936
C -1.0132 1.7523 0.6175
N -2.4404 1.4693 0.8962
H -1.0282 -1.1819 -1.7447
H -0.8839 0.2442 -2.9142
H -0.2242 -1.4378 -3.2275
H 1.1668 -1.1402 -1.0460
H 1.6434 -0.1982 -2.4342
H 0.5256 1.8046 -1.1028
H 1.8097 0.9821 -0.2439
H -0.8560 -0.4710 -0.0648
H 1.2705 0.5677 1.8681
H -0.1253 -0.3736 2.3113
H -0.5691 2.2307 1.4949
H -0.9229 2.2646 -0.2794
H -2.9963 2.3674 1.2065
H -2.8279 0.9493 0.0204
O 1.8832 -3.4231 2.8649
H 2.6425 -3.6729 2.3171
H 1.3032 -2.9738 2.2543
```

As for the SMILES: CCC[C@@H](N)CN.O.

Atom charges from the Löwdin analysis, given in e for atoms 1 to 6: atom 1 (C): -0.1236, atom 2 (C): -0.3040, atom 3 (C): -0.1660, atom 4 (C): -0.3963, atom 5 (N): 0.0349, atom 6 (C): -0.2480

---

*x*
The following is a DFT calculation (the ωB97M-V functional and the def2-TZVPD basis) of a 3-piece molecular cluster, C5H16N2O overall.

Geometry as XYZ:
```
24
C5H16N2O (the ωB97M-V functional and the def2-TZVPD basis)
C 1.0465 0.6215 0.1917
N 2.3187 -0.1111 0.0925
C 3.4095 0.7454 -0.4372
C -0.0062 -0.1800 0.9527
C -0.5496 -1.4957 0.3837
C -1.6283 -1.4270 -0.7348
N -2.6836 -0.5393 -0.3542
H 1.2147 1.4892 0.8379
H 0.6695 0.7366 -0.8323
H 2.5952 -0.3391 1.0408
H 3.6149 0.3465 -1.4358
H 3.1262 1.7655 -0.7131
H 4.2581 0.7408 0.2386
H 0.3279 -0.4297 1.9642
H -0.8913 0.4600 1.0028
H 0.2806 -2.1639 0.1409
H -1.1785 -1.9352 1.1647
H -1.8447 -2.4811 -0.9618
H -1.1526 -1.1208 -1.6875
H -1.5124 0.3356 -0.9373
H -3.5690 -0.8037 -0.7771
H -2.5327 1.0651 0.1074
H -2.9174 2.6727 0.6250
O -2.3956 2.0477 0.1280
```

Atom charges from the Löwdin analysis, given in e for atoms 1 to 6: atom 1 (C): -0.2491, atom 2 (N): -0.1287, atom 3 (C): -0.1319, atom 4 (C): -0.2256, atom 5 (C): -0.1997, atom 6 (C): -0.4162

---

Which is most stable, and by how much? *w*, by 307.7 kJ/mol.

---

*w*
The following is a DFT calculation (the ωB97M-V functional and the def2-TZVPD basis) of a 2-piece molecular cluster, C5H16N2O overall.

Geometry as XYZ:
```
24
C5H16N2O (the ωB97M-V functional and the def2-TZVPD basis)
C -0.6359 -1.5735 -0.1451
C -0.1240 -0.1837 -0.4689
C 0.6460 0.4875 0.6812
N 1.6712 -0.4032 1.1987
C 1.2870 1.7921 0.1657
N 0.3169 2.7934 -0.2643
C -0.6800 3.2751 0.7015
H -0.9598 -2.1545 -1.0144
H 0.1530 -2.1738 0.3014
H -1.4856 -1.5232 0.5329
H 0.5412 -0.1507 -1.3297
H -0.9570 0.4564 -0.7729
H -0.0048 0.7078 1.5247
H 1.9774 -0.2652 2.1484
H 2.4280 -0.6385 0.5790
H 1.9410 2.1656 0.9626
H 1.9311 1.5758 -0.6855
H 0.7875 3.5945 -0.6546
H -0.3546 4.2272 1.1321
H -1.5970 3.4854 0.1479
H -0.8518 2.5439 1.4840
O -1.8073 -5.8726 -2.3811
H -2.5258 -5.4403 -1.9057
H -1.6969 -6.7254 -1.9378
```

As for the SMILES: CC[C@@H](N)CNC.O.

Atom charges from the Löwdin analysis, given in e for atoms 1 to 6: atom 1 (C): -0.1151, atom 2 (C): -0.2245, atom 3 (C): -0.4110, atom 4 (N): 0.0311, atom 5 (C): -0.2266, atom 6 (N): -0.1306

---

*x*
The following is a DFT calculation (the ωB97M-V functional and the def2-TZVPD basis) of a 2-piece molecular cluster, C5H16N2O overall.

Geometry as XYZ:
```
24
C5H16N2O (the ωB97M-V functional and the def2-TZVPD basis)
C 0.8415 -1.8814 0.3948
C 0.5862 -0.2966 0.2196
C 0.8527 0.1466 -1.1869
N 2.2521 0.1090 -1.6856
N -0.7637 0.2032 0.5304
C -1.9428 -0.9097 0.5773
C -0.7420 0.7433 1.8657
H 0.4822 -2.0452 1.4041
H 0.3031 -2.3205 -0.3931
H 2.0017 -2.1318 0.3366
H 1.3638 0.1851 0.9221
H 0.7167 1.2550 -1.2546
H 0.2469 -0.1590 -2.0754
H 2.8938 0.2220 -0.9223
H 2.3490 -0.6934 -2.2256
H -1.6963 -1.7391 -0.0459
H -2.0671 -1.3285 1.5303
H -2.8749 -0.3357 0.2385
H -1.8286 1.1812 2.0575
H -0.4859 -0.0281 2.6793
H -0.0085 1.5428 2.1584
O -0.5850 3.0818 -1.8917
H -0.8940 2.8101 -0.8892
H -1.0009 2.3890 -2.3443
```

As for the SMILES: C[C@@H](CN)N(C)C.O.

Atom charges from the Löwdin analysis, given in e for atoms 1 to 6: atom 1 (C): -0.0454, atom 2 (C): -0.3995, atom 3 (C): -0.2749, atom 4 (N): 0.0054, atom 5 (N): -0.2057, atom 6 (C): -0.0266

---

Which is most stable, and by how much? *w*, by 206.7 kJ/mol.